Here is 9 unconnected molecules or ions with the total composition C19H33BrCl16F5N3OP from OMol25. Energies are from ωB97M-V/def2-TZVPD.

Geometry as XYZ:
```
79
C19H33BrCl16F5N3OP, DFT ωB97M-V/def2-TZVPD
C -4.541 -5.883 -1.481
C -3.162 -6.067 -2.012
N -2.028 -5.050 -1.817
C -2.062 -3.776 -2.337
N -3.327 -3.318 -3.093
C -3.591 -1.859 -2.669
C -3.019 -1.533 -1.137
C -3.617 -0.099 -0.613
C -5.252 -0.009 -0.540
C -6.017 -1.423 -0.222
C -7.621 -1.173 -0.625
F -8.466 -2.129 0.165
F -7.976 0.246 -0.251
C -7.942 -1.460 -2.208
F -7.406 -2.748 -2.726
F -7.407 -0.394 -3.133
F -9.435 -1.443 -2.432
C -1.386 -1.614 -1.238
P -0.551 -0.027 -1.936
O -0.490 -0.096 -3.695
Br 1.630 0.011 -1.166
N -0.964 -2.748 -2.190
H -4.850 -5.821 -0.354
H -5.414 -5.854 -2.294
H -2.887 -7.021 -2.669
H -1.163 -5.328 -1.268
H -3.127 -3.319 -4.107
H -4.746 -1.685 -2.739
H -3.029 -1.080 -3.372
H -3.379 -2.349 -0.344
H -3.080 0.160 0.418
H -3.272 0.760 -1.366
H -5.640 0.510 -1.514
H -5.528 0.728 0.355
H -6.047 -1.709 0.936
H -5.676 -2.335 -0.871
H -0.902 -1.866 -0.189
H 0.323 0.370 -4.051
H -0.050 -3.163 -1.899
C -4.868 4.014 1.170
Cl -6.054 3.097 0.233
Cl -3.238 3.369 0.939
H -4.887 5.057 0.844
H -5.128 3.954 2.230
C -0.062 1.950 2.235
Cl 0.902 3.329 1.694
Cl -0.659 1.012 0.860
H 0.559 1.306 2.862
H -0.914 2.316 2.812
C 4.397 2.653 2.319
Cl 5.086 2.022 3.819
Cl 4.626 1.515 0.986
H 3.327 2.821 2.462
H 4.889 3.596 2.070
C 7.452 2.237 6.620
Cl 8.859 1.723 7.559
Cl 6.218 0.971 6.579
H 7.027 3.133 7.078
H 7.768 2.459 5.598
C 8.092 2.699 -0.910
Cl 7.311 3.816 0.215
Cl 8.508 1.178 -0.111
H 7.408 2.491 -1.737
H 9.005 3.161 -1.294
C 6.243 0.221 -3.810
Cl 7.270 1.632 -4.092
Cl 5.509 0.280 -2.203
H 5.451 0.200 -4.562
H 6.852 -0.683 -3.890
C 3.699 -2.589 -4.153
Cl 3.161 -1.101 -4.943
Cl 2.437 -3.826 -4.202
H 4.586 -2.965 -4.669
H 3.942 -2.370 -3.111
C 5.632 5.500 9.124
Cl 4.446 4.583 8.187
Cl 7.262 4.855 8.893
H 5.613 6.543 8.798
H 5.372 5.440 10.183
```

## Properties
M ... 1092.61 u
Gap between HOMO and LUMO ... 6.89 eV
Net charge ... +1
Energy ... -320018.4332 eV